1.
A structure of composition C6H5BrS2 at a distorted geometry. Source: OMol25; level of theory: ωB97M-V with the def2-TZVPD basis set.

For the total energy, the calculation gives -3601.93508 Eh. The multiplicity is 1. For the LUMO energy (spin up / spin down), the calculation gives -0.899 / -0.898 eV. The value obtained for the relative energy (zero: lowest compared OMol25 entry of this formula, charge and spin) is 0.00 kcal per mole. Its largest force on an atom is 3.08 eV/Å.

Atoms and positions in Å:
Br 1.623 -1.705 -2.115
S 1.296 -1.705 1.309
S -0.214 1.631 -1.748
C 0.781 -0.738 -0.757
C -1.165 -0.543 0.812
C -0.163 -1.407 0.157
C -0.029 1.496 0.064
C -1.094 0.786 0.784
C 0.974 0.703 -0.700
H 0.303 2.423 0.517
H -1.918 -1.058 1.386
H -1.834 1.398 1.277
H -0.552 -2.357 -0.201
H 1.990 1.076 -0.786

=====

2.
A structure of composition C37H44Br2ClF10O36PS at a distorted geometry. Source: OMol25; level of theory: ωB97M-V with the def2-TZVPD basis set.

For the total energy, the calculation gives -11491.55639 Eh. The multiplicity is 1. For the LUMO energy, the calculation gives -1.015 eV. Its largest force on an atom is 1.76 eV/Å.

Atoms and positions in Å:
Br 2.652 2.125 -0.363
Br -0.455 4.250 -4.892
Cl -6.722 2.072 -3.469
S -5.407 0.673 -2.751
P -0.936 3.211 -2.268
F 5.492 -4.051 5.991
F 1.639 -6.460 -1.317
F 8.359 6.800 0.973
F -2.382 -4.508 -3.529
F 6.826 4.395 -1.718
F -0.446 -1.928 4.713
F -4.535 -2.532 -5.749
F -8.213 -1.098 3.384
F 3.103 -4.600 12.412
F 3.637 4.601 -3.960
O 2.228 -7.397 -3.286
O 5.808 2.384 -1.829
O 7.283 5.416 2.397
O 5.995 1.970 -4.021
O 0.604 2.949 -1.959
O 4.855 -3.105 4.043
O 4.752 0.604 -2.729
O 2.020 -8.162 -5.401
O -5.071 -5.834 -0.253
O -1.574 2.142 -2.995
O -3.567 -5.552 -1.916
O -5.283 -4.131 -1.710
O -4.234 0.673 -3.543
O -6.053 -0.599 -2.696
O -0.732 0.317 0.894
O 2.740 -2.373 8.590
O -5.050 -1.808 -7.830
O 2.609 -3.264 10.658
O 2.680 7.141 -1.831
O -7.144 -1.081 -7.462
O -6.413 0.194 3.819
O 3.595 -4.407 9.012
O 0.561 -6.655 -4.583
O -0.898 -0.585 2.951
O -0.887 4.567 -3.144
O -4.843 1.783 3.520
O 2.776 -2.461 4.574
O -6.340 -1.153 -9.567
O 4.697 7.894 -1.173
O -1.729 3.689 -1.000
O 4.530 6.077 -2.495
O -6.780 1.867 2.372
O 3.500 -2.287 2.444
O 5.678 6.800 3.129
O 5.931 4.779 4.093
O 0.103 -1.728 1.316
C -4.703 2.656 -0.977
C -5.159 -1.542 -6.445
C 6.452 7.530 2.169
C -0.524 -0.584 1.646
C 1.712 -6.240 -2.653
C -6.638 -1.559 -6.212
C 2.263 6.131 -2.761
C 3.344 -3.068 5.753
C 2.724 -4.604 11.115
C 0.884 1.783 -1.169
C 6.264 5.584 3.293
C 0.345 -6.109 -3.277
C -7.878 0.954 2.239
C -3.640 -4.831 -3.134
C -3.706 2.854 0.183
C 2.961 -3.260 9.347
C 3.446 5.194 -2.751
C 5.447 1.552 -2.852
C 4.032 7.118 -1.775
C -0.801 -1.928 3.408
C 4.819 -3.003 5.456
C -7.803 0.181 3.536
C 6.635 3.228 -3.779
C -5.066 1.181 -1.065
C -4.435 -3.611 -2.744
C 6.890 3.169 -2.292
C -0.162 -0.490 -1.910
C 7.132 6.424 1.413
C 3.800 -5.161 10.214
C 1.639 -7.477 -4.516
C 1.001 0.502 -2.027
C 3.690 -2.591 3.576
C -4.683 -5.231 -1.194
C -2.287 2.601 -0.221
C -6.197 -1.332 -8.409
C 0.287 -2.482 2.525
C -5.903 1.328 3.261
H 5.303 -2.074 5.763
H 3.068 -2.521 6.656
H -5.019 -3.209 -3.563
H 1.182 0.821 -3.047
H 0.175 -3.548 2.341
H -1.771 -2.417 3.305
H 3.695 -6.226 10.029
H -4.676 -0.589 -6.219
H -0.402 -6.706 -2.752
H -6.940 -0.914 -5.391
H 5.818 8.143 1.532
H -7.022 -2.565 -6.029
H 2.110 6.581 -3.743
H -8.345 0.636 4.366
H 7.163 8.174 2.689
H 7.830 2.692 -2.010
H -0.071 -1.146 -1.059
H -2.196 1.629 -0.692
H -4.204 2.969 -1.890
H 1.756 -5.099 11.026
H 1.894 -0.009 -1.698
H -1.136 -0.021 -1.850
H -3.835 3.801 0.693
H -0.127 -1.141 -2.778
H -5.562 3.285 -0.801
H 4.799 -4.961 10.603
H -4.280 0.537 -0.690
H -3.806 -2.821 -2.333
H -5.970 0.961 -0.506
H 2.379 -5.397 -2.840
H 2.988 -4.096 5.837
H 0.000 -5.081 -3.335
H 7.546 3.320 -4.365
H 1.342 5.658 -2.439
H -1.707 2.545 0.691
H -4.106 -5.454 -3.898
H 0.248 1.679 -0.302
H 5.955 4.040 -4.040
H -8.815 1.488 2.113
H 6.553 6.030 0.576
H -7.715 0.306 1.376
H 3.411 4.428 -1.980
H -3.937 2.089 0.923
H 1.285 -2.297 2.915

=====

3.
A cluster of 2 separate species, C3H11N6 in total at a distorted geometry. Source: OMol25; level of theory: ωB97M-V with the def2-TZVPD basis set.

For the total energy, the calculation gives -449.00812 Eh. The multiplicity is 1. For the LUMO energy, the calculation gives -3.379 eV. The value obtained for the relative energy (zero: lowest compared OMol25 entry of this formula, charge and spin) is 107.52 kcal per mole. Its charge is +1. Its largest force on an atom is 4.55 eV/Å.

Atoms and positions in Å:
N -0.274 0.090 0.229
N 2.709 -1.452 1.470
N -1.817 -0.251 -1.671
N 2.251 -1.657 0.378
N 0.907 0.310 2.064
N 0.337 -0.392 1.173
C -0.869 -0.923 -0.788
C -0.848 1.326 -0.127
C -2.156 0.895 -0.811
H -1.539 -1.525 -0.215
H 1.569 -0.260 2.603
H -1.574 -0.168 -2.616
H -2.735 1.703 -1.243
H -0.103 -1.415 -1.397
H -2.733 0.529 0.038
H -0.996 1.855 0.905
H 1.106 1.325 2.261
H 3.552 -1.899 1.801
H 2.596 -2.095 -0.506
H -0.219 1.993 -0.806

=====

4.
An isolated molecule of C3H8ClN3O2 at a distorted geometry. Source: OMol25; level of theory: ωB97M-V with the def2-TZVPD basis set.

For the total energy, the calculation gives -893.78758 Eh. The multiplicity is 3. For the LUMO energy (spin up / spin down), the calculation gives 0.704 / -3.600 eV. The value obtained for the relative energy (zero: lowest compared OMol25 entry of this formula, charge and spin) is 0.00 kcal per mole. The expectation value of S² is 2.007. Its largest force on an atom is 8.15 eV/Å.

Atoms and positions in Å:
Cl -0.311 -2.126 -0.801
O 3.170 1.027 0.331
O 3.050 -1.111 -0.108
N -0.786 0.736 -1.484
N 2.586 -0.030 0.138
N -0.340 -1.061 1.688
C 1.088 0.136 0.075
C 0.692 0.643 -1.316
C 0.536 -1.209 0.544
H -1.104 -0.421 1.474
H 1.300 -1.754 0.950
H -1.124 1.679 -1.016
H -1.154 -0.035 -1.032
H -0.748 -1.978 2.036
H 1.004 0.041 -2.073
H 1.019 1.623 -1.396
H 0.709 0.848 0.802

=====

5.
A structure of composition C26H31BrCrN7O2Se. Source: OMol25; level of theory: ωB97M-V with the def2-TZVPD basis set.

For the total energy, the calculation gives -7562.51932 Eh. The multiplicity is 2. For the LUMO energy (spin up / spin down), the calculation gives -6.368 / -5.947 eV. The value obtained for the relative energy (zero: lowest compared OMol25 entry of this formula, charge and spin) is 5.00 kcal per mole. The expectation value of S² is 0.760. Its charge is +2. Its largest force on an atom is 0.99 eV/Å.

Atoms and positions in Å:
Br 0.300 -1.612 1.632
Se 3.026 1.151 1.435
Cr 0.943 0.509 0.341
O 0.683 2.192 -0.381
O 2.135 2.414 -2.680
N -1.099 1.123 -1.448
N 1.816 -0.623 -1.087
N -0.825 0.153 -0.537
N 2.604 -0.944 3.526
N 3.639 -2.994 -3.958
N -1.746 3.492 3.612
N -0.150 1.496 2.234
C -1.595 -4.370 1.283
C -1.345 -6.684 2.815
C -1.514 -0.921 -0.455
C 1.036 3.059 -3.173
C 0.090 4.323 -4.991
C -1.618 1.479 2.189
C 1.434 -0.579 -2.387
C 1.164 3.666 -4.417
C 2.844 -0.126 2.744
C -1.249 3.803 -3.083
C 0.359 2.857 2.491
C -0.241 3.488 3.733
C 3.050 -2.227 -3.032
C -1.159 -2.006 0.438
C -0.186 3.114 -2.501
C -2.726 -5.109 1.646
C -1.129 4.400 -4.325
C -0.446 2.425 -1.187
C -1.811 -3.168 0.478
C -0.211 -5.984 2.421
C 2.004 -1.342 -3.360
C -2.265 2.091 3.425
C -0.332 -4.831 1.663
C 2.825 -1.476 -0.765
C -2.604 -6.246 2.424
C 3.445 -2.274 -1.676
H 0.209 4.794 -5.960
H 1.438 2.818 2.605
H -3.708 -4.776 1.325
H 3.406 -2.903 -4.931
H -2.174 3.930 4.428
H 2.127 3.618 -4.911
H 3.138 -1.503 0.268
H 4.249 -2.924 -1.352
H 0.100 4.513 3.863
H -1.972 0.455 2.087
H -3.488 -6.800 2.714
H 2.024 2.307 -1.726
H -1.966 4.928 -4.763
H -2.009 4.059 2.805
H -1.147 3.064 -0.633
H -1.936 2.030 1.300
H 0.652 0.122 -2.641
H 0.159 3.466 1.605
H -2.193 3.873 -2.545
H -1.245 -7.583 3.410
H 1.660 -1.246 -4.382
H -0.001 2.920 4.630
H -2.007 1.537 4.325
H 4.422 -3.578 -3.721
H 0.564 -4.326 1.325
H 0.179 0.865 2.963
H -2.389 -1.063 -1.089
H -2.675 -3.209 -0.186
H -3.348 2.128 3.331
H 0.772 -6.344 2.698
H -1.987 1.106 -1.931

=====

6.
An isolated molecule of C3H7N3O2 at a distorted geometry. Source: OMol25; level of theory: ωB97M-V with the def2-TZVPD basis set.

For the total energy, the calculation gives -433.16448 Eh. The multiplicity is 1. For the LUMO energy, the calculation gives 0.355 eV. The value obtained for the relative energy (zero: lowest compared OMol25 entry of this formula, charge and spin) is 99.33 kcal per mole. Its structure (SMILES) is NC(=O)CN/N=C\O. Its largest force on an atom is 2.64 eV/Å.

Atoms and positions in Å:
O 1.025 -1.722 0.371
O -1.716 -1.166 0.526
N -0.595 1.447 0.407
N -1.349 0.910 -0.544
N 1.629 -0.019 -0.993
C -1.330 -0.419 -0.574
C 0.263 0.647 1.168
C 0.819 -0.596 -0.052
H 1.057 1.224 1.633
H -1.655 -0.833 -1.526
H -0.296 2.383 0.165
H -0.257 -0.043 1.821
H 1.341 0.817 -1.472
H 2.357 -0.588 -1.395
H -1.294 -2.041 0.466

=====

What is the formula in the second record? C37H44Br2ClF10O36PS

=====

Copy entry 4 word for word.
An isolated molecule of C3H8ClN3O2 at a distorted geometry. Source: OMol25; level of theory: ωB97M-V with the def2-TZVPD basis set.

For the total energy, the calculation gives -893.78758 Eh. The multiplicity is 3. For the LUMO energy (spin up / spin down), the calculation gives 0.704 / -3.600 eV. The value obtained for the relative energy (zero: lowest compared OMol25 entry of this formula, charge and spin) is 0.00 kcal per mole. The expectation value of S² is 2.007. Its largest force on an atom is 8.15 eV/Å.

Atoms and positions in Å:
Cl -0.311 -2.126 -0.801
O 3.170 1.027 0.331
O 3.050 -1.111 -0.108
N -0.786 0.736 -1.484
N 2.586 -0.030 0.138
N -0.340 -1.061 1.688
C 1.088 0.136 0.075
C 0.692 0.643 -1.316
C 0.536 -1.209 0.544
H -1.104 -0.421 1.474
H 1.300 -1.754 0.950
H -1.124 1.679 -1.016
H -1.154 -0.035 -1.032
H -0.748 -1.978 2.036
H 1.004 0.041 -2.073
H 1.019 1.623 -1.396
H 0.709 0.848 0.802

=====

Copy entry 1 word for word.
A structure of composition C6H5BrS2 at a distorted geometry. Source: OMol25; level of theory: ωB97M-V with the def2-TZVPD basis set.

For the total energy, the calculation gives -3601.93508 Eh. The multiplicity is 1. For the LUMO energy (spin up / spin down), the calculation gives -0.899 / -0.898 eV. The value obtained for the relative energy (zero: lowest compared OMol25 entry of this formula, charge and spin) is 0.00 kcal per mole. Its largest force on an atom is 3.08 eV/Å.

Atoms and positions in Å:
Br 1.623 -1.705 -2.115
S 1.296 -1.705 1.309
S -0.214 1.631 -1.748
C 0.781 -0.738 -0.757
C -1.165 -0.543 0.812
C -0.163 -1.407 0.157
C -0.029 1.496 0.064
C -1.094 0.786 0.784
C 0.974 0.703 -0.700
H 0.303 2.423 0.517
H -1.918 -1.058 1.386
H -1.834 1.398 1.277
H -0.552 -2.357 -0.201
H 1.990 1.076 -0.786

=====

Number 6 is which compound? C3H7N3O2